This record from the Open Molecules 2025 dataset describes 12 unconnected molecules or ions with the total composition C44H72F15N3O22S4 at a distorted geometry. The level of theory is the ωB97M-V functional and the def2-TZVPD basis.

```
160
Properties=species:S:1:pos:R:3:forces:R:3
C -16.6256 -35.3155 0.5315 0.025 0.422 0.736
C -16.9740 -33.9543 1.2250 -1.179 -3.531 -0.093
O -16.6099 -32.8312 0.5197 -1.154 1.929 -0.633
C -15.3836 -32.5009 0.5379 3.762 -0.193 -0.125
O -14.4619 -33.2139 0.8791 -0.354 0.424 0.189
C -15.0213 -31.0978 -0.0179 -2.392 0.898 0.172
F -16.1395 -30.3980 -0.2583 -0.496 -0.081 -0.107
F -14.3714 -30.3467 0.8867 0.764 -1.007 -0.632
F -14.4150 -31.1964 -1.1929 0.965 -0.090 0.370
H -15.5749 -35.5986 0.5946 0.053 0.441 -0.182
H -16.9756 -35.3797 -0.4988 -0.013 0.127 0.073
H -17.1273 -36.0764 1.1294 -0.299 -0.058 -0.133
H -16.5985 -34.0102 2.2468 0.180 0.589 -0.065
H -18.0625 -33.8955 1.2262 0.057 0.018 0.349
C -13.3361 -29.8903 13.3457 -1.029 -0.613 0.526
C -14.0632 -29.2846 12.1340 0.948 -0.185 2.282
O -13.5020 -29.9581 11.0066 -0.058 -0.016 -0.150
C -13.8919 -29.5421 9.8295 -2.148 2.787 -1.555
O -14.6961 -28.6205 9.5962 2.419 -2.870 0.758
C -13.2227 -30.3349 8.6418 -0.821 1.255 0.799
F -12.9130 -29.4597 7.6831 1.185 -0.285 0.454
F -12.1602 -31.0568 9.1275 -1.039 0.601 -1.356
F -14.1436 -31.0875 8.0513 0.200 -1.304 0.615
H -13.8677 -29.7100 14.2800 -0.107 0.915 -0.005
H -12.3048 -29.5669 13.4863 -0.055 -0.214 -0.308
H -13.4679 -30.9721 13.3679 0.691 -0.239 -0.613
H -13.8208 -28.2231 12.1844 -0.290 0.074 -0.873
H -15.1344 -29.4473 12.2531 0.046 0.033 -0.558
C -13.0960 -32.4215 3.7897 -0.475 -0.708 0.627
C -13.9292 -31.5143 4.7282 1.298 -0.783 -0.408
O -15.2568 -31.4026 4.2257 -1.911 1.479 0.211
C -16.1390 -30.5236 4.8403 3.514 0.941 4.385
O -15.8757 -29.9178 5.9307 -1.566 -2.894 -5.073
C -17.4146 -30.2412 4.0079 1.335 -1.385 1.828
F -17.4209 -30.9437 2.8849 -0.357 0.075 -0.483
F -18.5045 -30.4734 4.7138 -0.801 -0.943 0.244
F -17.3814 -28.9761 3.8252 -0.041 2.680 -1.592
H -13.0684 -32.2130 2.7202 0.042 0.724 0.240
H -13.4281 -33.4592 3.8207 -0.470 -0.060 0.155
H -12.1026 -32.5060 4.2304 0.265 0.426 -0.217
H -13.4046 -30.5621 4.8064 -0.559 0.389 0.017
H -13.9235 -31.9663 5.7201 -0.241 0.099 0.023
C -5.4614 -31.0860 6.3591 -0.365 0.061 -0.725
C -6.5999 -30.7304 7.2891 1.803 0.094 1.064
O -7.5780 -31.7339 7.3102 -3.164 -1.372 -0.168
C -8.6287 -31.7864 6.4437 2.835 0.999 -1.234
O -8.6708 -31.1457 5.4201 -0.534 -0.088 0.907
C -9.6413 -32.9091 6.7092 1.053 1.382 -0.227
F -9.2034 -33.6417 7.7089 -1.004 -0.243 1.130
F -10.8301 -32.2945 6.8604 0.149 -0.943 0.645
F -9.6988 -33.7018 5.6635 -0.418 -0.412 -0.912
H -4.5475 -30.5359 6.5832 -0.251 0.382 -0.125
H -5.7968 -30.9359 5.3329 0.449 -0.009 -0.158
H -5.1843 -32.1301 6.5045 -0.247 -0.102 -0.026
H -7.0032 -29.7184 7.2532 -0.133 -0.111 -0.518
H -6.1550 -30.8706 8.2743 -0.242 0.438 0.318
C -4.0721 -31.5120 0.6542 0.031 0.346 1.450
C -5.0495 -30.3970 0.3370 0.339 -0.221 -1.683
O -5.4705 -29.7449 1.5411 -0.574 0.766 0.573
C -5.8255 -28.4476 1.4741 2.315 1.162 -3.772
O -5.6870 -27.7271 0.4653 -0.933 -2.182 3.242
C -6.1320 -27.8493 2.8501 -1.703 -0.904 -0.660
F -5.0602 -27.3913 3.4359 0.872 0.274 0.447
F -7.0141 -26.8772 2.6944 -0.099 0.656 0.053
F -6.7180 -28.7711 3.6400 0.325 -0.109 0.265
H -4.4111 -32.2226 1.4080 -0.352 -0.129 -0.191
H -3.2840 -30.9542 1.1600 0.521 -0.338 -0.056
H -3.6414 -32.0571 -0.1857 -0.342 0.335 -0.168
H -5.9285 -30.6482 -0.2564 -0.142 -0.262 0.289
H -4.4587 -29.7405 -0.3019 -0.336 0.612 0.202
C -9.2475 -24.0965 6.6028 -0.724 -0.162 -0.761
C -9.0760 -24.2865 8.0918 -0.516 -0.908 -1.423
O -8.0505 -23.3713 8.3932 1.144 1.698 1.672
S -7.9286 -22.6411 9.8344 0.091 -0.631 0.590
C -7.5579 -24.0514 10.8988 -0.135 -0.035 -0.746
O -6.7987 -21.7377 9.7849 -1.366 -1.054 -0.363
O -9.2402 -22.2100 10.2522 0.762 0.140 -0.504
H -9.7521 -23.1621 6.3572 0.253 0.237 0.212
H -9.8904 -24.8522 6.1515 0.016 -0.324 0.183
H -8.2857 -24.1352 6.0913 0.017 0.048 0.081
H -10.0361 -24.1666 8.5937 0.293 0.440 0.421
H -8.7101 -25.3005 8.2533 0.013 -0.075 0.370
H -7.3501 -23.6862 11.9046 -0.053 -0.067 -0.171
H -6.7591 -24.6682 10.4870 0.298 0.437 0.077
H -8.4456 -24.6822 10.8519 -0.156 0.186 0.327
C -9.6337 -27.7612 4.7982 0.008 0.249 1.863
C -11.1043 -28.1972 4.7035 1.734 -0.252 -1.572
O -11.7457 -26.9993 4.2085 -1.970 -0.071 0.189
S -13.3630 -27.0954 3.9035 -0.170 1.018 -0.009
C -13.4219 -28.1989 2.3959 -0.246 1.166 0.987
O -13.9857 -27.7721 5.0348 0.712 0.756 -1.548
O -13.7901 -25.7084 3.5578 1.425 -3.315 0.593
H -8.9490 -28.6012 4.9149 -0.095 -0.149 -0.732
H -9.4401 -27.2268 5.7283 -0.349 0.209 0.337
H -9.3373 -27.0146 4.0614 -0.158 -0.683 -0.544
H -11.0848 -28.9582 3.9233 -0.440 0.017 -0.495
H -11.5469 -28.7281 5.5463 -0.148 0.931 0.477
H -14.0472 -27.6492 1.6924 -0.240 -0.140 0.029
H -13.8797 -29.1255 2.7426 0.135 0.175 -0.124
H -12.4415 -28.3311 1.9383 0.104 0.007 0.379
C -11.2382 -32.5209 -1.2129 0.050 -0.067 -0.608
C -11.0455 -32.3912 0.2963 -0.096 -0.104 -0.235
O -11.0422 -31.0273 0.7843 1.966 1.677 -0.457
S -9.5290 -30.2655 0.8889 0.437 -1.479 0.481
C -8.8543 -31.2668 2.2955 0.111 0.755 -0.237
O -8.6893 -30.5155 -0.3208 -2.306 0.998 2.647
O -9.7745 -28.9453 1.4913 0.141 -2.121 -1.804
H -10.3554 -32.3042 -1.8145 0.245 0.314 0.405
H -12.0405 -31.9174 -1.6372 -0.038 0.262 0.498
H -11.4970 -33.5312 -1.5298 -0.052 -0.301 0.545
H -11.8641 -32.8368 0.8616 -0.124 -0.035 -0.248
H -10.1348 -32.8823 0.6390 0.138 -0.089 -0.168
H -8.1935 -32.1018 2.0626 -0.353 0.030 -0.578
H -9.6938 -31.5790 2.9167 0.044 0.090 -0.144
H -8.2463 -30.5583 2.8580 -0.158 0.092 -0.008
C -8.8583 -20.7693 -0.0632 0.219 0.400 0.547
C -10.1981 -21.3147 0.3371 -0.533 -0.422 -0.229
O -10.1706 -22.7759 0.2249 -1.519 -0.606 0.158
S -11.3713 -23.5684 1.0154 0.562 0.783 3.021
C -10.3824 -24.1304 2.5227 -0.673 0.007 -1.049
O -12.3475 -22.5928 1.6034 2.143 -2.365 -2.318
O -11.7670 -24.7479 0.2519 0.342 1.979 0.635
H -8.0448 -21.2771 0.4550 -0.028 -0.091 -0.060
H -8.8609 -19.7420 0.3011 0.172 0.173 -0.115
H -8.6512 -20.7381 -1.1329 -0.230 -0.270 0.060
H -10.5112 -21.0856 1.3557 0.385 0.225 0.011
H -10.9852 -20.9344 -0.3141 -0.016 -0.073 -0.048
H -9.5304 -24.7541 2.2526 -0.254 -0.067 -0.386
H -11.0980 -24.6954 3.1200 0.020 0.035 -0.010
H -9.9991 -23.2773 3.0825 -0.373 0.223 -0.272
C -16.0771 -27.0905 -0.6941 -0.860 -1.334 -1.324
C -16.6279 -26.5142 0.4542 -0.409 -0.342 0.299
C -15.7832 -25.5502 0.8092 1.866 2.115 1.042
N -14.6959 -25.5138 -0.0488 -1.011 -0.441 0.053
C -14.8890 -26.4849 -1.0244 -0.185 0.906 0.864
H -16.7021 -27.8090 -1.2035 0.720 -0.274 -0.549
H -17.5162 -26.7495 1.0215 -0.069 -0.156 -0.392
H -15.9024 -24.8409 1.6148 0.344 -0.030 0.013
H -13.8728 -24.9335 0.0289 -0.160 -0.074 0.063
H -14.2060 -26.4746 -1.8610 -0.203 -0.531 0.026
C -16.3124 -21.5365 4.3702 -0.402 0.741 3.075
C -15.8907 -21.3346 3.1129 1.404 -1.946 -4.236
C -15.0891 -22.4693 2.7692 -0.309 1.831 -0.253
N -14.9118 -23.1460 3.9059 0.474 -1.092 0.121
C -15.5996 -22.5999 4.9189 -1.462 0.068 0.538
H -17.0322 -20.8545 4.7983 0.142 -0.254 0.661
H -16.2023 -20.5970 2.3882 -0.085 0.040 0.189
H -14.5811 -22.8204 1.8832 -0.189 0.476 0.029
H -14.4649 -24.0501 3.9599 0.126 0.155 0.012
H -15.6721 -23.1324 5.8557 -0.030 0.280 0.016
C -11.1460 -27.1994 9.5367 1.293 -1.276 0.710
C -10.7565 -27.5977 8.2518 -0.808 1.459 -1.593
C -9.9132 -28.6501 8.3081 -0.239 -0.431 -2.180
N -9.8076 -29.0109 9.5722 0.822 -0.472 1.906
C -10.4669 -28.1134 10.3660 -1.490 0.128 0.400
H -11.7913 -26.3607 9.7529 0.053 -0.252 0.350
H -11.1668 -27.2022 7.3344 0.214 0.236 -0.001
H -9.5084 -29.2247 7.4881 0.082 -0.005 0.112
H -9.3565 -29.8677 9.8594 -0.070 0.384 0.301
H -10.6152 -28.3662 11.4054 0.238 0.340 0.061
```
Positions in Å, forces in eV/Å.

Its SMILES is CCOC(=O)C(F)(F)F.CCOC(=O)C(F)(F)F.CCOC(=O)C(F)(F)F.CCOC(=O)C(F)(F)F.CCOC(=O)C(F)(F)F.CCOS(C)(=O)=O.CCOS(C)(=O)=O.CCOS(C)(=O)=O.CCOS(C)(=O)=O.c1cc[nH]c1.c1cc[nH]c1.c1cc[nH]c1. Its energy is -6629.91105 hartree.

---

This record from the Open Molecules 2025 dataset describes a molecular structure, C12H12BF4N2O2PdSSe at a distorted geometry. The level of theory is the ωB97M-V functional and the def2-TZVPD basis.

```
36
Properties=species:S:1:pos:R:3:forces:R:3
Pd 0.1852 1.9046 -1.0373 0.982 -0.779 0.720
O -1.7228 -0.1369 2.3006 0.137 0.100 -0.197
C -0.7649 0.3205 1.6649 -0.101 -0.127 -0.085
O -0.8888 1.0753 0.6441 -0.266 0.242 -0.092
C 0.6303 -0.0648 2.1319 0.066 0.008 0.100
C 0.6911 -0.7033 3.3767 0.064 0.015 -0.016
C 1.8816 -1.1200 3.9404 -0.034 -0.016 -0.015
C 3.0654 -0.9057 3.2414 -0.055 0.022 -0.078
C 3.0304 -0.2830 2.0101 0.068 0.051 -0.051
C 1.8252 0.1577 1.4326 -0.155 -0.030 0.068
S 2.0812 0.8986 -0.1453 -0.849 0.442 -0.608
H -0.2509 -0.8559 3.8866 0.002 0.002 -0.040
H 1.8899 -1.6095 4.9081 0.002 0.041 -0.045
H 4.0148 -1.2221 3.6552 0.029 0.000 0.001
H 3.9528 -0.1065 1.4624 -0.075 -0.042 0.076
C 1.1069 -2.4025 -1.6901 -0.147 0.007 0.061
N -0.2487 -1.9275 -1.4412 0.266 -0.113 0.082
C -1.1760 -2.5357 -0.6139 0.299 -0.151 -0.037
C -2.2863 -1.7818 -0.6524 -0.197 0.279 0.014
N -2.0346 -0.7299 -1.5090 -0.040 0.197 0.132
C -2.9343 0.3957 -1.7298 -0.065 -0.220 -0.039
C -0.7657 -0.7993 -1.9634 -0.205 -0.223 -0.109
Se 0.1049 0.4037 -3.1096 -0.079 -0.152 0.072
H 1.2838 -3.2772 -1.0675 -0.045 0.017 -0.006
H 1.8137 -1.6201 -1.4358 0.068 0.137 0.062
H 1.2279 -2.6594 -2.7397 -0.031 -0.032 -0.048
H -0.9533 -3.4236 -0.0449 0.034 0.106 -0.095
H -3.2038 -1.8667 -0.0942 0.074 0.066 -0.098
H -3.9159 0.1265 -1.3457 0.027 -0.043 -0.045
H -2.9858 0.6240 -2.7879 -0.001 -0.029 -0.142
H -2.5796 1.2672 -1.2012 0.156 0.191 0.230
F -0.4089 5.3965 -3.1720 -0.075 -0.344 0.442
B -0.4203 4.6202 -2.0150 0.091 0.098 0.082
F -1.2204 3.4126 -2.2264 0.171 0.164 0.351
F 0.8961 4.1192 -1.7269 -0.280 0.379 -0.138
F -0.9202 5.3090 -0.9058 0.162 -0.260 -0.512
```
Positions in Å, forces in eV/Å.

For the energy above the lowest of the compared OMol25 structures with the same formula, charge and spin, the calculation gives 0.369 eV. As for the net charge: -1.